Entry 1:
C5H12N2O4S | ωB97M-V/def2-TZVPD

Geometry (Å):
C (2.52, 1.49, 0.95)
C (1.91, 1.14, -0.32)
S (0.08, 1.37, -0.35)
O (-0.34, 1.61, -1.73)
O (-0.28, 2.36, 0.59)
C (-0.64, -0.44, 0.16)
N (0.02, -0.79, 1.36)
C (-0.54, -1.42, -0.96)
N (-1.10, -2.69, -0.48)
C (-2.09, 0.00, 0.37)
O (-2.79, -0.31, 1.30)
O (-2.71, 0.55, -0.74)
H (1.79, 2.25, 1.36)
H (2.49, 0.62, 1.65)
H (3.51, 1.88, 0.97)
H (1.89, 0.07, -0.54)
H (2.28, 1.71, -1.18)
H (0.02, -1.73, 1.17)
H (-0.59, -0.40, 2.06)
H (0.55, -1.53, -1.09)
H (-0.96, -0.86, -1.89)
H (-2.03, -2.42, -0.14)
H (-0.98, -3.39, -1.25)
H (-2.00, 0.92, -1.29)

HOMO energy ... -9.83 eV
LUMO ... 0.4265 eV
Net charge ... 0
HOMO-LUMO gap ... 10.26 eV



Entry 2:
C7H13BrF2O | ωB97M-V/def2-TZVPD

Geometry (Å):
C (1.03, 0.62, 1.14)
C (0.27, -1.67, 0.43)
C (-1.41, 0.05, 1.12)
C (0.87, 0.96, -1.76)
C (-0.06, -0.16, 0.42)
C (-0.19, 0.24, -1.02)
C (-1.57, 2.86, -1.12)
O (-1.23, -0.23, -1.65)
F (-2.44, 3.53, -0.33)
F (-0.60, 3.76, -1.46)
Br (-2.52, 2.33, -2.80)
H (0.81, 1.69, 1.11)
H (1.07, 0.31, 2.18)
H (2.01, 0.45, 0.70)
H (-0.53, -2.23, -0.04)
H (1.20, -1.87, -0.09)
H (0.37, -2.00, 1.46)
H (-1.36, -0.32, 2.14)
H (-2.20, -0.47, 0.59)
H (-1.66, 1.11, 1.14)
H (0.52, 1.25, -2.75)
H (1.74, 0.31, -1.88)
H (1.20, 1.85, -1.23)
H (-1.48, 0.29, -2.45)

HOMO energy (spin up / spin down) ... -7.23 / -7.23 eV
LUMO (spin up / spin down) ... -0.5412 / -0.5404 eV
Net charge ... 0
HOMO-LUMO gap (spin up / spin down) ... 6.69 / 6.69 eV



Entry 3:
C20H24 | ωB97M-V/def2-TZVPD

Geometry (Å):
C (2.13, -2.49, -1.73)
C (0.68, -2.46, -1.10)
C (-0.02, -3.77, -1.40)
C (0.08, -1.33, -1.77)
C (-0.14, -0.23, -2.24)
C (-0.76, 1.11, -2.58)
C (-1.94, 1.00, -3.51)
C (0.24, 2.09, -3.30)
C (-0.96, 1.67, -1.20)
C (-1.16, 1.97, 0.01)
C (-1.45, 2.06, 1.45)
C (-2.86, 1.47, 1.68)
C (-1.40, 3.57, 2.03)
C (-0.40, 1.29, 2.10)
C (0.42, 0.44, 2.38)
C (1.31, -0.78, 2.47)
C (1.09, -1.61, 3.76)
C (2.75, -0.30, 2.39)
C (1.07, -1.59, 1.30)
C (0.82, -2.22, 0.31)
H (2.71, -3.32, -1.56)
H (2.00, -2.49, -2.82)
H (2.90, -1.66, -1.44)
H (0.53, -4.68, -1.19)
H (-1.03, -3.83, -0.94)
H (-0.03, -3.79, -2.48)
H (-2.48, 2.04, -3.44)
H (-2.51, 0.12, -3.26)
H (-1.52, 0.84, -4.45)
H (0.65, 1.78, -4.32)
H (1.07, 2.37, -2.72)
H (-0.31, 3.04, -3.44)
H (-2.89, 0.45, 1.30)
H (-3.05, 1.38, 2.78)
H (-3.63, 2.07, 1.29)
H (-2.18, 3.69, 2.76)
H (-1.51, 4.22, 1.24)
H (-0.47, 3.68, 2.38)
H (-0.01, -1.66, 3.98)
H (1.44, -2.62, 3.85)
H (1.58, -0.98, 4.48)
H (2.88, 0.12, 1.40)
H (3.45, -1.18, 2.50)
H (2.95, 0.53, 3.08)

HOMO energy ... -8.79 eV
LUMO ... 0.7587 eV
Net charge ... 0
HOMO-LUMO gap ... 9.55 eV



Entry 4:
C3H9NO2 | ωB97M-V/def2-TZVPD

Geometry (Å):
C (2.02, 0.83, -1.82)
C (1.06, 0.26, -0.75)
O (1.50, 0.21, 0.38)
O (-0.12, -0.17, -1.09)
H (1.67, 1.74, -2.29)
H (2.15, 0.05, -2.57)
H (2.96, 0.95, -1.29)
H (-0.93, 0.11, -0.57)
C (-1.35, -1.17, 1.53)
N (-1.49, 0.23, 0.99)
H (-0.51, -1.08, 2.21)
H (-1.33, -1.91, 0.74)
H (-2.31, -1.44, 1.97)
H (-2.45, 0.55, 1.06)
H (-0.87, 0.85, 1.51)

HOMO energy ... -9.65 eV
LUMO ... 0.8793 eV
Net charge ... 0
HOMO-LUMO gap ... 10.53 eV



Entry 5:
C26H27S | ωB97M-V/def2-TZVPD

Geometry (Å):
C (2.28, -0.16, 1.57)
C (1.38, -1.38, 1.33)
C (-0.03, -1.21, 1.87)
S (-0.96, 0.29, 1.38)
C (0.35, 1.53, 1.28)
C (1.80, 1.16, 0.96)
H (2.37, -0.02, 2.67)
H (3.29, -0.38, 1.18)
H (1.38, -1.67, 0.26)
H (1.81, -2.24, 1.86)
H (-0.68, -2.05, 1.60)
H (0.00, -1.11, 2.97)
H (-0.02, 2.32, 0.61)
H (0.33, 1.91, 2.32)
H (2.40, 1.98, 1.39)
H (1.99, 1.19, -0.12)
C (-1.74, 5.74, -3.24)
C (-2.79, 4.86, -2.95)
C (-2.52, 3.54, -2.57)
C (-1.20, 3.07, -2.49)
C (-0.89, 1.69, -2.01)
C (-1.66, 1.15, -1.02)
C (-1.51, -0.11, -0.22)
C (-2.82, -0.92, -0.02)
C (-2.77, -2.32, -0.06)
C (-3.91, -3.06, 0.26)
C (-5.10, -2.41, 0.63)
C (-5.14, -1.01, 0.62)
C (-4.00, -0.27, 0.32)
C (0.26, 0.98, -2.62)
C (1.03, 0.05, -1.91)
C (2.10, -0.63, -2.48)
C (2.45, -0.37, -3.81)
C (1.72, 0.58, -4.54)
C (0.64, 1.25, -3.96)
C (-0.15, 3.97, -2.80)
C (-0.42, 5.29, -3.16)
H (-1.95, 6.78, -3.51)
H (-3.83, 5.20, -3.03)
H (-3.34, 2.85, -2.36)
H (-2.52, 1.75, -0.69)
H (-0.78, -0.80, -0.62)
H (-1.84, -2.82, -0.33)
H (-3.86, -4.15, 0.24)
H (-5.98, -2.99, 0.92)
H (-6.06, -0.49, 0.87)
H (-4.02, 0.82, 0.36)
H (0.80, -0.10, -0.85)
H (2.67, -1.35, -1.89)
H (3.29, -0.89, -4.27)
H (1.98, 0.80, -5.58)
H (0.07, 1.98, -4.53)
H (0.88, 3.61, -2.77)
H (0.41, 5.96, -3.38)

HOMO energy ... -11.21 eV
LUMO ... -2.6782 eV
Net charge ... +1
HOMO-LUMO gap ... 8.54 eV



Entry 6:
C4H6O2 | ωB97M-V/def2-TZVPD

Geometry (Å):
O (1.35, 1.18, -0.76)
C (0.17, 0.95, -0.04)
C (-0.93, 0.49, -0.83)
C (0.10, -0.22, 0.92)
C (0.01, -1.52, 0.41)
O (-0.47, -1.80, -0.70)
H (2.06, 0.73, -0.28)
H (-0.12, 1.82, 0.57)
H (-1.94, 0.64, -0.48)
H (-0.78, 0.09, -1.82)
H (0.13, -0.02, 1.99)
H (0.43, -2.34, 1.03)

HOMO energy (spin up / spin down) ... -8.43 / -8.43 eV
LUMO (spin up / spin down) ... -0.4540 / -0.4561 eV
Net charge ... 0
HOMO-LUMO gap (spin up / spin down) ... 7.97 / 7.97 eV



Entry 7:
C17H23NO4Si | ωB97M-V/def2-TZVPD

Geometry (Å):
O (0.47, -1.13, -3.03)
C (1.49, -0.46, -3.12)
C (1.76, 0.36, -4.32)
C (2.87, 1.08, -4.42)
C (3.88, 1.10, -3.33)
O (4.89, 1.77, -3.42)
C (3.60, 0.29, -2.12)
C (2.49, -0.44, -2.03)
H (1.02, 0.33, -5.11)
H (3.10, 1.69, -5.29)
H (4.34, 0.31, -1.33)
H (2.26, -1.04, -1.16)
O (3.87, -1.47, 5.38)
C (4.02, -0.99, 4.28)
C (3.34, 0.27, 3.90)
C (3.50, 0.80, 2.69)
C (4.37, 0.16, 1.68)
O (4.51, 0.65, 0.57)
C (5.05, -1.10, 2.06)
C (4.89, -1.63, 3.27)
H (2.71, 0.73, 4.65)
H (3.01, 1.72, 2.39)
H (5.68, -1.55, 1.30)
H (5.38, -2.55, 3.56)
C (-0.83, -0.53, 0.57)
C (-1.21, 0.55, -0.50)
C (-2.51, 1.34, -0.08)
Si (-3.92, 0.07, 0.00)
C (-5.67, 0.83, -0.01)
C (-6.61, -0.17, 0.77)
N (-6.77, -1.45, 0.09)
H (-1.12, -1.53, 0.24)
H (0.27, -0.48, 0.70)
H (-1.27, -0.29, 1.55)
H (-1.47, -0.01, -1.41)
H (-0.38, 1.25, -0.66)
H (-2.68, 2.13, -0.83)
H (-2.31, 1.77, 0.92)
H (-3.80, -0.77, 1.22)
H (-3.75, -0.86, -1.15)
H (-6.07, 0.88, -1.03)
H (-5.70, 1.82, 0.48)
H (-7.61, 0.27, 0.87)
H (-6.20, -0.29, 1.78)
H (-6.05, -2.11, 0.33)
H (-6.81, -1.31, -0.91)

HOMO energy ... -9.08 eV
LUMO ... -1.8619 eV
Net charge ... 0
HOMO-LUMO gap ... 7.22 eV



Entry 8:
C20H25ClN2OOs | ωB97M-V/def2-TZVPD

Geometry (Å):
C (4.37, 0.00, -3.58)
C (3.85, 0.60, -4.89)
C (5.66, 0.73, -3.18)
C (4.70, -1.47, -3.83)
Cl (3.12, 0.16, -2.26)
H (6.41, 0.63, -3.97)
H (6.07, 0.32, -2.26)
H (5.47, 1.80, -3.03)
H (4.61, 0.51, -5.67)
H (3.62, 1.66, -4.77)
H (2.95, 0.08, -5.22)
H (5.46, -1.56, -4.61)
H (3.81, -2.01, -4.15)
H (5.08, -1.94, -2.92)
C (-0.82, 2.45, 1.09)
C (0.53, 2.58, 1.53)
C (1.37, 2.36, 0.39)
H (0.86, 2.77, 2.54)
C (0.54, 2.11, -0.73)
C (-0.81, 2.20, -0.31)
H (-1.67, 2.06, -0.95)
H (-1.71, 2.52, 1.72)
H (2.46, 2.37, 0.37)
H (0.89, 1.88, -1.73)
C (0.00, -1.56, 1.24)
C (-0.11, -0.81, 2.44)
C (1.12, -0.12, 2.64)
H (-0.99, -0.76, 3.07)
C (1.98, -0.44, 1.55)
C (1.29, -1.32, 0.68)
H (1.66, -1.69, -0.27)
H (-0.78, -2.17, 0.79)
H (1.34, 0.56, 3.46)
H (3.00, -0.08, 1.39)
Os (0.27, 0.59, 0.80)
N (-6.46, -2.82, 3.39)
C (-5.17, -2.67, 2.96)
O (-4.36, -3.59, 3.05)
C (-4.84, -1.36, 2.31)
C (-5.80, -0.43, 1.89)
C (-5.38, 0.74, 1.26)
C (-4.01, 0.93, 1.03)
N (-3.08, 0.05, 1.40)
C (-3.48, -1.07, 2.01)
H (-6.60, -3.66, 3.94)
H (-7.06, -2.05, 3.59)
H (-6.87, -0.62, 2.05)
H (-6.07, 1.53, 0.96)
H (-3.70, 1.84, 0.53)
H (-2.73, -1.82, 2.27)

HOMO energy (spin up / spin down) ... -10.53 / -14.87 eV
Spin multiplicity ... 5
LUMO (spin up / spin down) ... -7.4728 / -11.6100 eV
Net charge ... +2
HOMO-LUMO gap (spin up / spin down) ... 3.06 / 3.26 eV



Entry 9:
C3H11N2 | ωB97M-V/def2-TZVPD

Geometry (Å):
C (-1.67, 0.73, -0.89)
N (-0.75, 0.53, 0.24)
C (0.70, 0.73, -0.03)
C (1.27, -0.60, -0.11)
N (0.66, -1.52, 0.94)
H (-1.58, -0.04, -1.71)
H (-2.70, 0.64, -0.49)
H (-1.50, 1.76, -1.01)
H (-0.95, 1.36, 0.85)
H (-0.74, -0.29, 1.02)
H (1.04, 1.26, 0.79)
H (0.94, 1.34, -0.85)
H (2.34, -0.56, -0.11)
H (1.04, -1.15, -1.08)
H (1.20, -1.66, 1.83)
H (0.71, -2.52, 0.60)

HOMO energy ... -14.80 eV
LUMO ... -3.1850 eV
Net charge ... +1
HOMO-LUMO gap ... 11.61 eV



Entry 10:
CH6N2O2 | ωB97M-V/def2-TZVPD

Geometry (Å):
N (0.73, -0.76, -0.42)
C (-0.55, -0.54, -1.45)
O (-1.53, -1.15, -1.05)
O (-0.31, 0.39, -2.19)
H (0.86, -1.76, -0.33)
H (1.47, -0.32, -0.97)
N (-0.14, 0.88, 1.34)
H (0.30, -0.02, 0.53)
H (-1.11, 0.63, 1.52)
H (0.41, 0.90, 2.18)
H (-0.13, 1.76, 0.84)

HOMO energy ... -9.30 eV
LUMO ... 0.1917 eV
Net charge ... 0
HOMO-LUMO gap ... 9.50 eV



Entry 11:
C20H25N2O2PtS3 | ωB97M-V/def2-TZVPD

Geometry (Å):
Pt (0.54, 0.17, -0.10)
S (0.75, 0.19, 2.10)
C (2.42, -0.22, 2.37)
C (2.92, -0.03, 3.68)
N (3.31, 0.13, 4.76)
C (3.17, -0.75, 1.37)
S (2.49, -0.95, -0.21)
C (4.51, -1.17, 1.56)
N (5.60, -1.53, 1.70)
O (-0.70, -2.48, -0.92)
S (-0.45, -2.77, -2.35)
C (0.27, -1.26, -3.09)
C (-0.50, -0.96, -4.37)
C (-1.97, -1.21, -4.02)
C (-2.01, -2.55, -3.29)
H (1.34, -1.39, -3.21)
H (0.08, -0.47, -2.34)
H (-0.18, -1.64, -5.17)
H (-0.32, 0.06, -4.71)
H (-2.61, -1.21, -4.90)
H (-2.32, -0.42, -3.35)
H (-2.09, -3.38, -3.98)
H (-2.79, -2.62, -2.54)
C (-2.65, -0.72, 1.51)
C (-3.44, 0.45, 0.93)
C (-3.79, 0.22, -0.54)
C (-2.80, 1.82, 1.16)
C (-3.43, 2.68, 2.04)
C (-2.98, 3.97, 2.25)
C (-1.89, 4.42, 1.52)
C (-1.21, 3.60, 0.63)
C (-0.08, 4.21, -0.17)
C (1.30, 3.66, 0.18)
C (-0.33, 4.14, -1.68)
C (-1.65, 2.26, 0.47)
O (-1.01, 1.46, -0.39)
H (-3.21, -1.64, 1.38)
H (-2.46, -0.58, 2.57)
H (-1.69, -0.85, 1.01)
H (-4.39, 0.49, 1.48)
H (-2.87, 0.23, -1.13)
H (-4.45, 1.00, -0.92)
H (-4.28, -0.75, -0.66)
H (-4.31, 2.33, 2.57)
H (-3.48, 4.63, 2.95)
H (-1.54, 5.44, 1.65)
H (-0.07, 5.27, 0.10)
H (1.42, 2.62, -0.14)
H (1.49, 3.70, 1.25)
H (2.07, 4.26, -0.32)
H (-0.37, 3.10, -2.01)
H (0.47, 4.65, -2.22)
H (-1.28, 4.62, -1.94)

HOMO energy ... -4.41 eV
LUMO ... 2.0613 eV
Net charge ... -1
HOMO-LUMO gap ... 6.47 eV



Entry 12:
C4H13N2O2 | ωB97M-V/def2-TZVPD

Geometry (Å):
O (0.50, -1.40, -1.86)
C (-0.18, -1.18, -0.90)
C (-1.03, 0.11, -0.85)
C (-0.05, 1.15, -0.28)
C (0.25, 0.72, 1.18)
N (-0.76, -0.08, 1.83)
N (-1.21, 0.52, -2.32)
H (-0.15, -1.70, 0.06)
H (-2.00, 0.03, -0.39)
H (-0.42, 2.18, -0.31)
H (0.91, 1.04, -0.78)
H (0.69, 1.47, 1.85)
H (1.22, 0.19, 1.18)
H (-1.47, 0.44, 2.33)
H (-0.41, -0.79, 2.46)
H (-1.03, 1.52, -2.42)
H (-0.69, -0.12, -2.93)
H (-2.19, 0.44, -2.59)
H (2.87, -1.54, 2.34)
H (2.70, -1.83, 0.87)
O (2.45, -1.18, 1.54)

HOMO energy ... -12.95 eV
LUMO ... -3.3429 eV
Net charge ... +1
HOMO-LUMO gap ... 9.60 eV



Entry 13:
C33H70N2O11 | ωB97M-V/def2-TZVPD

Geometry (Å):
C (3.68, 0.97, -2.23)
N (3.29, 0.31, -0.86)
C (4.63, 0.32, -0.19)
C (2.32, 1.08, -0.16)
C (2.80, -1.09, -1.17)
C (2.53, -1.95, 0.02)
O (2.12, -3.20, -0.48)
H (2.82, 1.23, -2.64)
H (4.36, 0.28, -2.83)
H (4.19, 1.91, -2.15)
H (4.55, 0.02, 0.90)
H (5.09, 1.30, -0.09)
H (5.45, -0.26, -0.57)
H (2.67, 1.98, 0.14)
H (1.79, 0.63, 0.76)
H (1.33, 1.37, -0.75)
H (3.60, -1.62, -1.88)
H (1.95, -0.91, -1.78)
H (1.74, -1.58, 0.53)
H (3.26, -1.91, 0.83)
H (1.10, -3.30, -0.61)
N (-0.61, -0.79, -0.70)
O (-0.65, -0.12, -1.72)
O (-0.49, -0.32, 0.46)
O (-0.36, -2.04, -0.82)
C (-5.37, -1.98, 1.42)
C (-4.79, -1.09, 0.29)
C (-4.19, -2.11, -0.72)
O (-5.02, -3.27, -0.53)
C (-5.13, -3.35, 0.85)
H (-6.48, -1.83, 1.47)
H (-5.05, -1.80, 2.43)
H (-3.93, -0.57, 0.78)
H (-5.42, -0.39, -0.19)
H (-3.25, -2.31, -0.58)
H (-4.42, -1.84, -1.66)
H (-4.24, -3.68, 1.02)
H (-5.80, -4.15, 0.94)
C (-3.92, 1.38, 2.27)
C (-2.57, 0.79, 2.36)
C (-2.68, -0.09, 3.58)
O (-3.63, 0.49, 4.36)
C (-4.37, 1.49, 3.66)
H (-4.66, 0.84, 1.59)
H (-3.99, 2.29, 1.83)
H (-1.85, 1.52, 2.53)
H (-2.16, 0.26, 1.37)
H (-1.82, -0.05, 4.01)
H (-2.90, -1.04, 3.25)
H (-4.04, 2.50, 4.01)
H (-5.42, 1.45, 3.96)
C (2.07, 1.68, 3.24)
C (1.30, 0.45, 2.81)
C (2.38, -0.69, 2.57)
O (3.24, 0.21, 1.97)
C (3.52, 1.36, 2.74)
H (1.93, 2.25, 4.22)
H (1.67, 2.52, 2.61)
H (0.60, 0.55, 2.24)
H (0.60, 0.33, 3.70)
H (1.97, -1.72, 2.14)
H (2.76, -1.09, 3.49)
H (3.94, 2.09, 1.96)
H (4.12, 1.02, 3.31)
C (0.35, -4.06, 1.78)
C (0.23, -4.14, 3.33)
C (-1.32, -3.92, 3.57)
O (-1.85, -3.24, 2.48)
C (-0.71, -3.03, 1.55)
H (0.17, -4.98, 1.33)
H (1.35, -3.53, 1.55)
H (0.87, -3.48, 4.01)
H (0.45, -5.19, 3.79)
H (-1.26, -3.16, 4.33)
H (-1.58, -4.82, 4.06)
H (-0.45, -2.15, 1.71)
H (-1.09, -3.28, 0.55)
C (-1.33, 4.63, 1.65)
C (-1.74, 3.06, 1.65)
C (-0.48, 2.45, 0.90)
O (0.50, 3.33, 1.17)
C (0.10, 4.62, 0.98)
H (-1.24, 5.03, 2.73)
H (-2.01, 5.19, 1.01)
H (-2.85, 2.71, 1.27)
H (-1.59, 2.86, 2.73)
H (-0.98, 2.32, -0.02)
H (-0.22, 1.59, 1.44)
H (0.01, 4.84, -0.16)
H (0.69, 5.37, 1.46)
C (-0.04, 2.98, -4.13)
C (0.60, 4.34, -3.92)
C (2.02, 3.98, -3.41)
O (2.14, 2.62, -3.50)
C (0.80, 2.00, -3.33)
H (0.15, 2.56, -5.04)
H (-1.10, 2.99, -3.66)
H (-0.05, 4.83, -3.18)
H (0.52, 4.87, -4.87)
H (2.15, 4.39, -2.37)
H (3.03, 4.28, -4.14)
H (0.49, 2.18, -2.34)
H (0.75, 0.76, -3.59)
C (1.56, -1.81, -6.15)
C (0.49, -2.67, -5.41)
C (1.21, -2.76, -4.01)
O (2.47, -2.16, -4.21)
C (2.41, -1.21, -5.09)
H (0.88, -0.81, -6.60)
H (2.15, -2.54, -6.62)
H (0.49, -3.51, -6.06)
H (-0.52, -2.13, -5.50)
H (1.32, -3.73, -3.59)
H (0.52, -2.23, -3.24)
H (3.43, -0.75, -5.44)
H (1.93, -0.23, -4.74)

HOMO energy ... -8.72 eV
LUMO ... 0.2295 eV
Net charge ... 0
HOMO-LUMO gap ... 8.95 eV



Entry 14:
C5H8O | ωB97M-V/def2-TZVPD

Geometry (Å):
C (0.07, 1.40, 0.93)
C (-0.41, 0.12, 0.15)
O (-1.82, 0.29, -0.01)
C (0.30, -1.34, 0.57)
C (0.79, -1.45, -0.65)
C (0.32, -0.13, -1.18)
H (-0.42, 1.56, 1.88)
H (-0.28, 2.21, 0.27)
H (1.20, 1.45, 1.03)
H (-2.12, -0.61, -0.18)
H (0.17, -1.83, 1.62)
H (1.53, -2.20, -0.99)
H (1.05, 0.64, -1.41)
H (-0.39, -0.11, -2.01)

HOMO energy ... -9.78 eV
LUMO ... 1.0440 eV
Net charge ... 0
HOMO-LUMO gap ... 10.83 eV



Strongest force on any atom (computed, hartree/bohr): 0.08296 0.05108 0.12236 0.05425 0.05553 0.00894 0.02877 0.11950 0.08471 0.04038 0.01064 0.04554 0.23008 0.09328
ΔE to the lowest compared entry with this formula, charge and spin (computed, kJ/mol): 20.2 0.0 597.3 116.2 14.1 379.4 0.0 26.6 157.5 140.7 14.9 276.5 619.9 240.4